Density functional theory data (ωB97M-V/def2-TZVPD) for 9 unconnected molecules or ions with the total composition C21H61BBrO19S in a non-equilibrium geometry.

Geometry as XYZ:
```
104
C21H61BBrO19S, DFT ωB97M-V/def2-TZVPD
C 4.76210 2.25250 1.17820
C 3.93977 2.80027 0.00384
C 2.79763 1.93839 -0.50346
Br 3.38771 0.58310 -1.75445
S 1.77263 1.25210 0.84667
C 0.04824 1.77585 0.49723
O 0.11959 3.13975 0.59741
C -1.07657 3.79043 1.06108
B 1.77775 -0.63483 0.81723
O 0.58235 -1.30851 0.86432
O 2.93536 -1.30655 0.82893
H 4.39738 1.30812 1.56901
H 4.80185 2.98456 1.97250
H 5.76929 2.05771 0.83261
H 3.55226 3.79393 0.19480
H 4.60542 2.90458 -0.84683
H 2.12065 2.57271 -1.06149
H -0.27773 1.42036 -0.48187
H -0.55523 1.30018 1.27060
H -0.78954 4.49541 1.83138
H -1.52370 4.35111 0.25316
H -1.81469 3.11191 1.46458
H -0.03079 -1.05314 0.16242
H 2.78622 -2.23591 1.07208
C 8.67642 3.61500 -2.79932
C 7.55581 2.96039 -2.02337
O 6.28788 3.50343 -2.42551
O 8.66995 5.01874 -2.60448
H 9.64283 3.23641 -2.46972
H 8.56140 3.40360 -3.87147
H 7.65764 3.18145 -0.96197
H 7.56050 1.87513 -2.16538
H 6.10744 3.19478 -3.31897
H 7.74621 5.29155 -2.58236
C -0.83940 -5.37626 0.37291
C 0.53372 -5.22832 0.98584
O 1.23696 -4.15581 0.33976
O -0.73518 -5.61581 -1.02350
H -1.37726 -6.21180 0.81791
H -1.42119 -4.45653 0.53299
H 1.12103 -6.12693 0.81306
H 0.47088 -5.04542 2.06206
H 0.83159 -3.32486 0.60137
H 0.00052 -5.07935 -1.33870
C -4.22069 2.42365 -0.56458
C -5.39203 1.58033 -0.12136
O -6.53335 2.41631 0.03409
O -3.95460 3.46059 0.37872
H -3.31448 1.82024 -0.67217
H -4.45682 2.87992 -1.53155
H -5.19734 1.12888 0.85157
H -5.59729 0.78892 -0.84918
H -6.80934 2.70582 -0.84682
H -4.82575 3.73639 0.69501
C -6.06144 -4.59868 -4.17913
C -6.69987 -5.00792 -2.87011
O -6.48092 -6.39715 -2.62940
O -6.58770 -5.36296 -5.25037
H -6.25791 -3.54850 -4.38971
H -4.97368 -4.75806 -4.13840
H -7.77817 -4.87000 -2.92212
H -6.30358 -4.41723 -2.03793
H -5.54720 -6.51224 -2.42678
H -6.71144 -6.25645 -4.90854
C 6.15308 -0.30235 4.56739
C 5.54679 -1.67987 4.66546
O 4.12427 -1.58000 4.46580
O 5.57089 0.56571 5.53088
H 7.22733 -0.32637 4.74250
H 5.96128 0.10942 3.56359
H 5.70039 -2.09803 5.65409
H 5.98179 -2.35567 3.92322
H 3.98675 -1.35858 3.54023
H 4.64032 0.31937 5.58520
C -8.23853 1.91216 -3.19489
C -9.59458 2.57597 -3.27142
O -9.62196 3.49579 -4.36337
O -7.21287 2.90078 -3.05571
H -8.17933 1.23794 -2.33940
H -8.04097 1.34176 -4.10934
H -9.77631 3.16387 -2.37374
H -10.39128 1.83484 -3.37896
H -9.62365 2.98968 -5.18131
H -7.48654 3.64444 -3.60750
C 6.88409 -1.48324 8.33086
C 8.00585 -1.06717 9.25383
O 8.97158 -0.30321 8.52719
O 7.40137 -2.23444 7.23706
H 6.15728 -2.10572 8.85225
H 6.37374 -0.59351 7.93762
H 8.53025 -1.94377 9.62862
H 7.62557 -0.49043 10.10181
H 8.57704 0.54865 8.31684
H 8.24679 -1.82629 7.01352
C -4.43973 0.20733 -5.05023
C -5.34484 -1.00415 -4.98368
O -6.71210 -0.59727 -5.08470
O -4.76639 1.12257 -4.01414
H -3.39304 -0.07523 -4.93612
H -4.56636 0.70983 -6.01836
H -5.24771 -1.49633 -4.01749
H -5.11043 -1.72175 -5.77549
H -6.86507 -0.30185 -5.98779
H -5.72692 1.09991 -3.92676
```

## Properties
- Electronic energy: -5263.030873 Eh
- Kohn-Sham gap: 8.264 eV
- Net charge: +1